Entry 1:
116
Properties=species:S:1:pos:R:3:nbo_charge:R:1 method="wB97M-V/def2-TZVPD" charge=+3 spin_multiplicity=2 homo_lumo_gap_ev="4.16 / 4.07" lumo_ev="-9.27 / -9.36" e_homo_ha="-0.494 / -0.494"
Ti 1.5140 1.3622 1.1323 1.719
C 3.6153 -0.4345 -2.1742 -0.702
C 2.6894 0.3055 -1.2777 0.387
N 2.3973 -0.0605 -0.0789 -0.542
C 3.0135 -1.2376 0.5208 -0.259
C 2.1763 -1.6579 1.7270 -0.222
N 1.5939 -0.4712 2.4063 -0.737
C 2.1084 -0.2382 3.7726 -0.218
C 1.4184 1.0004 4.3066 -0.232
N 1.6440 2.0947 3.3384 -0.670
C 0.7654 3.2631 3.5671 -0.220
C -0.4738 3.1001 2.6964 -0.247
N 0.0162 2.7750 1.3560 -0.568
C -0.3173 3.4745 0.3256 0.376
C -1.3230 4.5748 0.3282 -0.705
C 0.4091 3.0756 -0.8923 0.214
C 0.2840 3.6328 -2.1497 -0.193
C 1.0882 3.1608 -3.1834 -0.103
C 1.9345 2.0923 -2.9483 -0.174
C 1.9769 1.5277 -1.6808 0.167
N 1.2731 2.0581 -0.6600 -0.584
H 4.5356 -0.6922 -1.6472 0.256
H 3.8693 0.1349 -3.0639 0.250
H 3.1464 -1.3681 -2.4939 0.285
H 4.0313 -0.9880 0.8275 0.228
H 3.0806 -2.0621 -0.1906 0.246
H 2.7773 -2.2453 2.4208 0.236
H 1.3561 -2.2895 1.3934 0.234
H 0.5949 -0.6663 2.5212 0.443
H 3.1895 -0.0892 3.7344 0.208
H 1.9038 -1.0964 4.4153 0.237
H 1.7913 1.2557 5.2998 0.237
H 0.3449 0.8144 4.3891 0.215
H 2.6099 2.3893 3.4415 0.398
H 1.2929 4.1699 3.2693 0.222
H 0.4943 3.3640 4.6193 0.238
H -1.0781 4.0037 2.7208 0.238
H -1.0876 2.2735 3.0587 0.228
H -2.2093 4.2890 0.8930 0.268
H -1.6384 4.8386 -0.6769 0.255
H -0.9037 5.4725 0.7915 0.274
H -0.4179 4.4336 -2.3358 0.259
H 1.0316 3.6114 -4.1652 0.266
H 2.5283 1.6867 -3.7557 0.260
C 5.7988 0.8953 1.7870 -0.405
N 5.6076 2.0666 0.9402 -0.408
C 6.7306 2.3440 0.0425 -0.414
C 4.4377 2.7258 0.9115 0.813
O 3.3613 2.1270 1.2736 -0.810
N 4.4088 4.0220 0.5592 -0.405
C 3.1557 4.6391 0.1424 -0.394
C 5.5565 4.9263 0.6961 -0.411
H 6.6575 1.0554 2.4397 0.237
H 6.0042 0.0134 1.1776 0.205
H 4.9189 0.7274 2.3989 0.213
H 7.0410 1.4016 -0.4104 0.223
H 7.5870 2.7567 0.5756 0.228
H 6.4364 3.0210 -0.7522 0.223
H 2.9357 4.4156 -0.9040 0.202
H 3.2460 5.7164 0.2471 0.242
H 2.3324 4.3004 0.7678 0.200
H 6.3101 4.4903 1.3428 0.230
H 5.2098 5.8470 1.1624 0.229
H 6.0013 5.1803 -0.2659 0.221
C -2.8591 0.1511 -0.0976 -0.671
C -3.8083 -1.0159 -0.3860 -0.734
As -4.0028 -1.5720 -2.2873 0.866
C -5.9220 -1.9402 -2.3458 -0.231
C -6.3553 -2.7607 -3.3855 -0.258
C -7.7021 -3.0434 -3.5445 -0.176
C -8.6347 -2.4961 -2.6733 -0.195
C -8.2119 -1.6722 -1.6432 -0.194
C -6.8617 -1.3859 -1.4851 -0.266
C -3.4289 -3.4422 -2.2022 -0.349
C -3.0028 -4.0365 -3.3855 -0.169
C -2.6675 -5.3841 -3.4197 -0.222
C -2.7397 -6.1459 -2.2624 -0.201
C -3.1684 -5.5614 -1.0779 -0.197
C -3.5188 -4.2177 -1.0489 -0.245
P -1.0845 -0.2187 0.3484 0.873
C -1.4016 -1.3915 1.7283 -0.388
C -1.4182 -2.7849 1.6951 -0.220
C -1.7210 -3.5103 2.8420 -0.173
C -2.0256 -2.8613 4.0286 -0.174
C -2.0437 -1.4723 4.0700 -0.219
C -1.7277 -0.7484 2.9307 -0.187
C -0.5188 -1.1000 -1.1605 -0.390
C -0.6721 -0.3562 -2.3334 -0.147
C -0.3045 -0.8758 -3.5672 -0.223
C 0.2423 -2.1473 -3.6466 -0.193
C 0.4248 -2.8869 -2.4869 -0.191
C 0.0511 -2.3689 -1.2542 -0.212
H -3.2369 0.6886 0.7780 0.232
H -2.8563 0.8633 -0.9276 0.234
H -4.8002 -0.6734 -0.0938 0.247
H -3.5827 -1.8780 0.2404 0.226
H -5.6390 -3.1905 -4.0757 0.214
H -8.0241 -3.6872 -4.3522 0.228
H -9.6891 -2.6979 -2.8056 0.231
H -8.9356 -1.2463 -0.9603 0.224
H -6.5619 -0.7265 -0.6799 0.192
H -2.9409 -3.4434 -4.2910 0.209
H -2.3582 -5.8405 -4.3515 0.228
H -2.4833 -7.1970 -2.2836 0.231
H -3.2604 -6.1620 -0.1811 0.221
H -3.9027 -3.7920 -0.1289 0.206
H -1.2539 -3.3203 0.7711 0.238
H -1.7390 -4.5916 2.7970 0.243
H -2.2747 -3.4320 4.9133 0.247
H -2.3183 -0.9601 4.9833 0.237
H -1.7773 0.3366 2.9569 0.189
H -1.1136 0.6351 -2.2921 0.195
H -0.4699 -0.2955 -4.4665 0.234
H 0.5048 -2.5720 -4.6072 0.242
H 0.8298 -3.8898 -2.5407 0.240
H 0.1828 -2.9912 -0.3823 0.212



Entry 2:
114
Properties=species:S:1:pos:R:3:mulliken_charge:R:1 method="wB97M-V/def2-TZVPD" charge=+2 spin_multiplicity=2 homo_lumo_gap_ev="6.64 / 6.57" lumo_ev="-5.79 / -5.96" e_homo_ha="-0.457 / -0.460"
Fe 0.6438 -0.4703 0.2645 1.267
N -0.8327 -2.7230 1.4294 0.572
C 0.5421 -2.7563 3.4850 1.071
C 0.5013 -3.5959 4.7281 -1.049
C 1.1926 -3.2897 5.8553 -0.831
C 1.9521 -2.1181 5.9404 -1.110
C 1.9922 -1.1932 4.8460 1.186
C 2.6526 0.0321 4.9684 -1.372
C 2.5653 0.9521 3.9515 -1.411
C 1.8979 0.5977 2.7970 -0.260
N 1.3390 -0.6077 2.5988 1.179
C 1.3303 -1.4687 3.6347 -0.856
H -0.7937 -3.6872 1.1089 0.501
H -1.6743 -2.2321 1.0669 0.157
H -0.0847 -4.5084 4.6772 0.507
H 1.1480 -3.9571 6.7074 0.463
H 2.4978 -1.8829 6.8455 0.484
H 3.1932 0.2565 5.8824 0.488
H 3.0046 1.9390 4.0351 0.642
H 1.7794 1.3248 2.0124 0.104
C 2.8997 -2.2039 -0.4666 -0.500
C 3.9182 -1.0782 -0.6482 -0.089
C 4.1856 -0.3212 0.6445 -1.711
C 3.5744 -0.1571 -1.8105 0.475
C 4.4108 -0.2502 -2.9169 -0.753
C 4.2665 0.5817 -4.0150 -1.684
C 3.2314 1.4932 -4.0308 -0.260
C 2.3409 1.6062 -2.9648 1.281
C 1.1624 2.5698 -3.1451 2.020
C 1.6441 4.0245 -3.2145 -1.668
C 0.3799 2.2275 -4.4234 -1.756
C 2.5418 0.8008 -1.8280 -1.508
N 1.6190 0.9657 -0.7220 1.454
C 1.4134 2.1644 -0.2914 -0.786
C 0.4913 2.6508 0.6803 -0.232
C 0.7203 4.0043 1.0511 -0.767
C -0.0369 4.6580 1.9770 -1.224
C -1.1009 3.9613 2.5645 -0.570
C -1.3777 2.6656 2.1933 -1.345
C -0.6015 1.9540 1.2509 1.073
N -0.8953 0.6368 0.9755 2.269
C -2.2542 0.1941 1.1773 -1.109
C -3.2822 0.7408 0.3567 0.275
C -4.5452 0.1557 0.3614 0.185
C -4.8455 -0.9441 1.1458 -1.596
C -3.8865 -1.4036 2.0251 0.422
C -2.6065 -0.8317 2.0935 -1.083
C -1.7738 -1.3043 3.2955 0.182
C -1.1543 -0.1442 4.0807 -1.704
C -0.8959 -2.5742 2.9311 -0.493
C -3.0946 1.9654 -0.5451 2.092
C -3.7456 1.8029 -1.9321 -1.728
C -3.7319 3.2077 0.1063 -1.501
H 3.1945 -2.8565 0.3601 0.719
H 2.8262 -2.8146 -1.3687 0.497
H 1.8693 -1.8281 -0.2612 -0.024
H 4.8610 -1.5573 -0.9104 0.899
H 3.3118 0.2163 0.9571 0.237
H 4.9919 0.4023 0.4988 0.484
H 4.4834 -1.0038 1.4476 0.414
H 5.2185 -0.9754 -2.9037 0.475
H 4.9555 0.5133 -4.8482 0.419
H 3.1016 2.1310 -4.8975 0.433
H 0.4757 2.4807 -2.3037 -1.107
H 2.3345 4.1591 -4.0495 0.335
H 2.1670 4.3301 -2.3038 0.359
H 0.7984 4.6999 -3.3640 0.462
H 0.9392 2.5204 -5.3139 0.488
H -0.5683 2.7725 -4.4383 0.367
H 0.1739 1.1588 -4.5001 0.418
H 2.0741 2.9356 -0.6823 0.674
H 1.5413 4.5341 0.5770 0.470
H 0.1797 5.6842 2.2447 0.465
H -1.7200 4.4461 3.3116 0.502
H -2.2092 2.1435 2.6492 0.749
H -5.3210 0.5790 -0.2678 0.452
H -5.8280 -1.3993 1.1108 0.469
H -4.1457 -2.1948 2.7239 0.505
H -2.5092 -1.6987 3.9922 0.942
H -0.5305 0.5110 3.4891 0.163
H -0.5851 -0.5139 4.9379 0.477
H -1.9781 0.4510 4.4790 0.528
H -0.0328 -2.2253 1.1092 -1.193
H -1.4677 -3.4341 3.2664 0.850
H 1.0683 -3.3653 2.7254 -0.066
H -2.0284 2.1524 -0.6772 -1.378
H -4.8202 1.9948 -1.8799 0.505
H -3.6092 0.8120 -2.3635 0.411
H -3.3252 2.5447 -2.6172 0.385
H -4.7711 2.9992 0.3751 0.364
H -3.7263 4.0365 -0.6059 0.490
H -3.2058 3.5288 1.0000 0.240
C -0.3380 -3.0942 -1.8059 -0.848
N -0.9739 -3.4346 -3.0555 -0.011
C -2.3583 -2.9429 -3.0468 -0.800
N -2.3953 -1.4863 -2.8648 0.386
C -1.7463 -1.1546 -1.6142 -1.279
N -0.3230 -1.6179 -1.5569 1.634
C 0.3653 -0.9869 -2.7402 -1.002
N -0.2696 -1.3204 -3.9949 0.322
C -0.2598 -2.7784 -4.1619 -0.737
C -1.6590 -0.8526 -3.9642 -0.595
H 0.6913 -3.4579 -1.8124 0.179
H -0.8894 -3.5784 -0.9937 0.409
H -2.9073 -3.4203 -2.2336 0.367
H -2.8329 -3.1986 -3.9920 0.387
H -2.3056 -1.6315 -0.8041 0.437
H -1.7468 -0.0780 -1.4658 -0.534
H 1.4018 -1.3224 -2.7635 0.447
H 0.3360 0.0888 -2.5990 -0.397
H 0.7712 -3.1334 -4.1893 0.361
H -0.7472 -3.0363 -5.1004 0.382
H -2.1436 -1.0928 -4.9096 0.456
H -1.6711 0.2294 -3.8205 0.162